[1]
13
Properties=species:S:1:pos:R:3:forces:R:3 method="wB97M-V/def2-TZVPD" homo_energy_ha="-0.7381 / -0.7380" total_charge=+2 homo_lumo_gap_ha="0.2994 / 0.1798" e_lumo_ev="-11.937 / -15.191" spin_multiplicity=2 e_above_lowest_kj_mol=198.4 max_force_ev_per_a=5.21
O 0.368173 1.816776 0.893146 -3.0 -1.4 0.9
C -0.701330 1.270145 1.248392 2.8 0.1 -0.5
C -0.858870 -0.287548 1.146836 -1.2 1.7 -1.1
N -0.062514 -0.639005 -0.086855 0.7 -2.4 4.6
H -1.443744 1.947649 1.650689 -0.8 0.6 0.5
H -0.492663 -0.684741 2.028334 1.9 -0.6 2.1
H -1.883599 -0.739592 1.320656 0.4 1.2 -1.4
H 0.770547 -1.251834 0.278707 -1.4 1.3 -1.5
H -0.673308 -1.201978 -0.619515 -0.5 -0.9 -1.7
H 0.242208 0.187753 -0.556795 0.9 0.3 -1.7
H 1.251463 -0.684765 -2.810343 -1.3 1.2 1.1
H 2.236427 0.178627 -2.347158 -1.4 1.0 1.1
O 1.247212 0.088517 -2.146096 2.9 -2.2 -2.4


[2]
75
Properties=species:S:1:pos:R:3:forces:R:3 method="wB97M-V/def2-TZVPD" homo_energy_ha="-0.3163 / -0.3501" total_charge=0 homo_lumo_gap_ha="0.3078 / 0.3410" e_lumo_ev="-0.231 / -0.247" spin_multiplicity=2 e_above_lowest_kj_mol=0.0 max_force_ev_per_a=2.08
C 2.701472 -3.791905 4.813594 0.2 -0.2 0.2
O 3.841715 -3.759995 3.981487 -0.1 0.0 0.0
C 3.573424 -3.629297 2.603274 -0.1 0.2 -0.4
C 4.346704 -2.481597 1.969779 0.3 -0.2 0.1
C 4.353530 -1.180040 2.766734 -0.2 -0.5 0.0
C 2.990070 -0.740630 3.314397 0.4 0.6 -0.5
C 2.502616 0.606030 2.754695 -0.4 -0.6 0.5
C 1.435624 1.239798 3.669466 0.5 0.3 -0.7
C 0.004101 1.045188 3.196616 -0.1 -0.3 0.7
C -0.369887 -0.403928 3.029172 0.8 -0.1 0.2
O -0.135776 -1.167390 4.245398 -0.5 0.3 0.7
C -1.160754 -2.032773 4.394871 0.2 -0.7 0.6
O -1.478744 -2.594815 5.406286 0.6 0.4 -1.4
O -1.790206 -2.133060 3.165054 -0.9 -0.3 0.7
C -1.830055 -0.764908 2.768569 -0.1 1.4 -0.4
C -2.788331 0.039108 3.658758 -0.3 -0.7 0.2
C -4.037973 -0.726786 4.113859 -0.2 0.2 -0.5
C -4.699350 -1.595438 3.042337 -0.4 0.3 0.6
Cl -6.491774 -1.530948 3.249886 0.1 -0.2 0.0
N -2.244505 -0.542087 1.376004 1.0 -1.8 0.3
C -1.567798 -1.044974 0.487853 -0.4 1.5 0.1
S -0.670384 -1.320614 -0.741229 0.1 -0.6 -0.4
H 1.837615 -4.238049 4.326707 -0.1 0.0 -0.2
H 2.443588 -2.802201 5.175555 -0.2 0.3 0.0
H 2.934248 -4.402700 5.677913 0.1 -0.1 0.2
H 2.511189 -3.493219 2.406779 -0.3 0.0 0.2
H 3.848754 -4.554949 2.101601 0.1 -0.2 -0.1
H 5.370905 -2.821322 1.841539 0.3 0.1 0.0
H 3.974677 -2.313973 0.962613 -0.3 0.0 -0.2
H 5.029318 -1.318427 3.600378 0.2 0.0 0.2
H 4.780643 -0.403053 2.142386 0.1 0.2 -0.1
H 3.072363 -0.674055 4.390942 -0.2 0.0 0.3
H 2.216133 -1.461582 3.089092 -0.1 -0.4 0.2
H 3.336181 1.278457 2.592942 0.2 0.2 0.1
H 2.056619 0.393236 1.783211 0.1 0.3 -0.3
H 1.567545 0.874526 4.680509 -0.1 -0.1 0.2
H 1.605747 2.311081 3.705502 0.0 0.2 0.1
H -0.161234 1.538260 2.244101 0.0 0.1 -0.2
H -0.640894 1.493769 3.942716 -0.3 0.2 0.0
H 0.330335 -0.846913 2.324020 -0.4 -0.2 -0.6
H -2.273630 0.362663 4.554553 0.2 0.1 0.2
H -3.095236 0.918144 3.112786 0.1 0.3 -0.2
H -4.767251 0.013766 4.412335 -0.1 0.3 0.2
H -3.839296 -1.321600 4.993463 0.2 -0.3 0.2
H -4.526214 -1.247890 2.038298 0.2 0.0 -0.2
H -4.403903 -2.622073 3.172504 0.0 -0.3 -0.3
C -2.817219 2.020870 -4.684019 0.0 -0.3 0.0
C -1.496105 2.823879 -4.680673 -1.6 -0.2 0.0
C -1.110719 3.243083 -6.102032 0.4 -0.1 -0.3
C -0.564603 2.097358 -6.949720 0.0 0.0 0.1
C 0.611270 1.430566 -6.237487 -0.1 0.4 -0.3
C 0.259087 0.959999 -4.826941 -0.3 -1.6 -0.2
N -0.397785 2.045397 -4.032569 1.2 1.2 -1.0
O 0.504345 2.857223 -3.590837 -0.1 -0.1 0.7
C -0.636763 -0.291217 -4.924544 -0.2 0.0 -0.1
C 1.521878 0.479384 -4.120600 0.3 0.3 0.3
C -1.811559 4.082380 -3.880158 0.4 0.2 0.2
H -3.471305 2.363674 -5.486437 0.0 0.1 0.0
H -2.696354 0.950361 -4.808327 0.1 0.1 -0.1
H -3.349907 2.153600 -3.741925 0.1 0.1 0.0
H -0.351341 4.030019 -6.052196 0.0 -0.1 0.1
H -1.977335 3.689834 -6.592023 -0.1 0.0 0.1
H -1.355399 1.372287 -7.162706 0.0 0.0 0.0
H -0.233044 2.482421 -7.915761 0.0 0.0 0.0
H 0.964449 0.578544 -6.822184 0.0 -0.1 0.1
H 1.442831 2.140649 -6.191458 0.0 0.0 0.1
H -1.082188 -0.529744 -3.957477 0.0 0.0 0.0
H -0.042004 -1.151602 -5.230813 0.1 0.1 0.0
H -1.429563 -0.212785 -5.665719 0.0 0.1 0.1
H 2.301554 1.237896 -4.088587 -0.1 0.1 0.1
H 1.936001 -0.378250 -4.649253 -0.1 0.0 -0.1
H 1.307665 0.164612 -3.097343 0.0 0.1 0.0
H -2.019530 3.842796 -2.836974 0.0 0.0 0.0
H -2.697245 4.557860 -4.302552 -0.1 -0.1 -0.1
H -1.001030 4.808074 -3.907994 0.0 -0.1 0.0


[3]
12
Properties=species:S:1:pos:R:3:forces:R:3 method="wB97M-V/def2-TZVPD" homo_energy_ha=-0.3391 total_charge=0 homo_lumo_gap_ha=0.3688 smiles=CCS.O e_lumo_ev=0.807 e_above_lowest_kj_mol=10.8 max_force_ev_per_a=1.21
C 0.554242 -3.113551 -0.189252 0.0 0.2 0.0
C -0.314939 -4.362534 -0.148748 -0.1 -0.3 -0.4
S -1.098975 -4.651415 1.467551 0.2 0.0 0.1
H -0.038553 -2.223712 0.081671 0.3 -0.3 -0.1
H 0.964261 -2.967893 -1.202796 -0.1 0.0 0.4
H 1.393899 -3.206207 0.519970 -0.3 0.1 -0.3
H -1.166743 -4.269368 -0.849610 0.4 -0.1 0.3
H 0.261508 -5.262454 -0.437364 -0.3 0.5 0.1
H 0.047912 -4.776872 2.168555 -0.2 0.0 -0.1
O -2.274242 -0.301188 1.880946 -0.6 -0.7 0.8
H -3.004661 -0.021297 2.477933 0.8 -0.3 -0.6
H -2.157260 -1.260703 2.065094 -0.1 0.9 -0.2


[4]
46
Properties=species:S:1:pos:R:3:forces:R:3 method="wB97M-V/def2-TZVPD" homo_energy_ha=-0.3020 total_charge=0 homo_lumo_gap_ha=0.2543 e_lumo_ev=-1.297 max_force_ev_per_a=2.23
C 1.798655 -1.623169 -4.337849 0.4 0.0 0.2
C 2.312362 -1.118231 -2.985458 0.0 0.0 -0.1
Br 4.150192 -1.459535 -2.553391 -0.7 0.1 -0.3
C 1.496445 -0.470778 -2.145804 0.3 -0.1 -0.4
Br 2.126841 0.109821 -0.414545 -0.8 -0.2 -0.7
C 0.080005 -0.213657 -2.596278 0.5 0.0 0.9
C -0.232399 0.753487 -3.514221 -0.6 0.5 -0.7
C 0.818388 1.691357 -4.129109 0.0 0.4 1.1
C 1.503942 2.443258 -2.953287 0.2 -0.1 -0.8
O 2.688742 2.399462 -2.761242 -0.7 0.2 0.1
O 0.620532 3.118802 -2.144752 0.5 -1.0 -0.2
C -1.620472 0.946918 -3.925076 0.6 -0.6 0.6
C -2.608274 0.164758 -3.414308 -1.0 0.0 -0.3
C -2.335586 -0.852487 -2.447910 1.2 -0.3 0.3
N -3.175996 -1.712439 -1.842706 1.1 0.4 0.2
S -2.243439 -2.563280 -0.833427 0.0 -0.6 0.2
N -0.731355 -1.984279 -1.086756 -2.0 0.5 -0.8
C -0.958661 -1.037711 -2.015241 0.4 0.9 -0.7
H 0.882407 -2.211089 -4.162599 0.4 0.1 -0.3
H 1.555039 -0.784849 -5.008464 0.0 -0.3 0.3
H 2.561043 -2.214457 -4.867104 -0.4 0.0 0.4
H 1.614872 1.166976 -4.670481 -0.2 0.2 0.2
H 0.363337 2.427318 -4.812475 0.0 -0.3 0.3
H 0.951534 2.944050 -1.246474 0.0 0.6 0.0
H -1.879838 1.725657 -4.645884 0.2 -0.3 0.2
H -3.637516 0.311909 -3.759597 0.4 -0.1 0.3
N -2.347702 -0.907005 2.557644 -0.1 0.0 0.0
C -3.541825 -1.452158 2.944263 0.0 -0.1 -0.1
C -3.838523 -0.975341 4.193413 -0.1 0.0 0.0
C -2.784108 -0.103749 4.573534 0.1 0.1 0.0
C -1.882657 -0.081625 3.542478 0.0 0.0 0.0
H -1.884273 -1.085306 1.683643 0.0 0.0 0.1
H -4.074462 -2.130905 2.299107 0.0 0.0 0.0
H -4.714456 -1.222677 4.770411 0.0 0.0 0.0
H -2.698029 0.444054 5.497912 0.0 0.0 0.0
H -0.953680 0.446097 3.425029 0.0 -0.1 0.0
N 1.529235 1.133960 3.767111 0.0 -0.1 0.1
C 2.722512 0.643618 3.309886 0.0 0.0 0.0
C 3.314695 -0.045653 4.333448 0.0 0.0 -0.1
C 2.442225 0.025436 5.451938 -0.1 0.0 0.0
C 1.349376 0.756693 5.071294 0.0 0.1 0.0
H 0.885758 1.684608 3.229106 0.1 0.0 0.0
H 3.044886 0.828814 2.300831 0.1 0.0 0.0
H 4.267552 -0.546873 4.286113 0.0 0.0 0.0
H 2.599828 -0.411234 6.424434 0.0 0.0 0.0
H 0.462846 1.041436 5.612844 0.0 0.0 0.0


[5]
13
Properties=species:S:1:pos:R:3:forces:R:3 method="wB97M-V/def2-TZVPD" homo_energy_ha=-0.3289 total_charge=0 homo_lumo_gap_ha=0.2699 smiles="O=[N+]([O-])C(C(=S)S)C(=S)S" e_lumo_ev=-1.605 max_force_ev_per_a=4.15
O -1.828025 -0.099987 -2.237162 0.0 0.7 -1.3
N -1.407301 -0.324540 -1.141979 -1.0 -0.8 0.9
O -1.822197 -1.213545 -0.417483 -0.7 0.1 0.0
C -0.279166 0.387212 -0.603706 1.9 -0.5 1.4
C 0.884531 -0.796788 -0.406215 -0.7 4.1 -0.4
S 0.647514 -2.094260 0.406459 0.4 -2.1 0.5
S 2.295392 0.115665 -0.836748 0.4 -1.2 -0.3
C -0.346866 0.995930 0.818448 0.9 0.2 -0.5
S 0.746517 2.184313 1.247137 -1.5 -1.1 -0.5
S -1.376216 0.097963 1.848648 0.9 0.7 2.4
H 0.134198 1.123690 -1.260336 -0.4 0.3 -0.7
H 3.013074 -0.921091 -0.427296 0.9 -0.1 0.0
H -0.661454 0.545440 3.010233 -1.3 -0.3 -1.4